No. 1
A single C3H4O3S2 molecule in a non-equilibrium geometry. Source: the Open Molecules 2025 dataset; level of theory: ωB97M-V/def2-TZVPD.

```
! RIJCOSX wB97M-V def2-TZVPD def2/J DEFGRID3
* xyz 0 1
C -0.108 -0.014 -0.620
C 0.873 0.896 0.181
C -0.109 -1.231 0.426
H -2.277 0.027 -0.316
H 0.056 -0.506 -1.528
H -0.577 2.162 0.204
H 1.756 -1.210 0.403
O 0.463 2.131 0.287
O 1.976 0.461 0.409
O 0.961 -1.899 0.397
S -1.653 0.797 -1.196
S -1.361 -1.614 1.352
*
```

The relative energy (zero: lowest compared OMol25 entry of this formula, charge and spin) comes out at 0.850 eV. The SMILES is O=C(O)[C@H](S)C(O)=S. The value obtained for the HOMO-LUMO gap is 0.339 hartree. The calculation puts the lowest unoccupied orbital energy at -0.1 eV. As for the HOMO energy: -9.3 eV.

Mulliken population analysis, charges in e, atoms 1 to 6:
1. C -0.3743
2. C 0.9051
3. C 0.2379
4. H 0.1905
5. H 0.3575
6. H 0.3589

---

No. 2
A molecular structure, C3H4O3Tm in a non-equilibrium geometry. Source: the Open Molecules 2025 dataset; level of theory: ωB97M-V/def2-TZVPD.

```
! RIJCOSX wB97M-V def2-TZVPD def2/J DEFGRID3
* xyz 4 4
O -0.718 0.915 1.253
Tm 3.209 -0.011 -0.469
O 0.765 -0.210 0.065
C -0.351 -0.026 0.451
O -1.451 -0.488 -0.230
C -2.567 0.017 0.225
C -3.678 0.219 -0.686
H -2.844 -0.181 1.279
H -4.451 -0.534 -0.476
H -4.127 1.182 -0.356
H -3.326 0.274 -1.724
*
```

The value obtained for the HOMO-LUMO gap (alpha / beta) is 0.253 / 0.131 hartree. The calculation puts the lowest unoccupied orbital energy (alpha / beta) at -21.4 / -24.7 eV. As for the HOMO energy (alpha / beta): -28.3 / -28.3 eV.

Mulliken population analysis, charges in e, atoms 1 to 6:
1. O -0.0379
2. Tm 2.7950
3. O -0.4490
4. C 0.7106
5. O -0.0652
6. C 0.3404

---

No. 3
A single C3H4O4 molecule in a non-equilibrium geometry. Source: the Open Molecules 2025 dataset; level of theory: ωB97M-V/def2-TZVPD.

```
! RIJCOSX wB97M-V def2-TZVPD def2/J DEFGRID3
* xyz 0 1
O -0.700 -0.823 -0.517
C -0.646 -0.599 0.771
O 0.248 0.271 1.140
C 0.838 0.859 -0.044
C 0.347 -0.064 -1.164
O -2.331 -0.639 1.809
O -1.163 -1.450 1.570
H 0.467 1.886 -0.131
H 1.924 0.854 0.085
H -0.095 0.471 -2.009
H 1.112 -0.767 -1.510
*
```

The relative energy (zero: lowest compared OMol25 entry of this formula, charge and spin) comes out at 5.556 eV. The value obtained for the HOMO-LUMO gap is 0.319 hartree. The calculation puts the lowest unoccupied orbital energy at 0.4 eV. As for the HOMO energy: -8.3 eV.

Mulliken population analysis, charges in e, atoms 1 to 6:
1. O -0.3121
2. C 0.7698
3. O -0.3054
4. C -0.2377
5. C -0.2269
6. O -0.5608

---

No. 4
A molecular structure, C3H4O5 in a non-equilibrium geometry. Source: the Open Molecules 2025 dataset; level of theory: ωB97M-V/def2-TZVPD.

```
! RIJCOSX wB97M-V def2-TZVPD def2/J DEFGRID3
* xyz 0 1
C 0.038 0.091 -0.650
C -1.466 -0.366 -0.100
C 0.850 1.308 -0.096
H 0.741 -1.341 0.469
H -0.402 0.160 -1.774
H -0.797 -2.206 -0.003
H 1.474 1.344 2.060
O 0.902 -1.084 -0.724
O -1.627 -1.619 0.225
O -2.214 0.510 0.113
O 1.179 0.840 1.094
O 1.321 2.362 -0.615
*
```

The relative energy (zero: lowest compared OMol25 entry of this formula, charge and spin) comes out at 3.875 eV. The value obtained for the HOMO-LUMO gap is 0.368 hartree. The calculation puts the lowest unoccupied orbital energy at -0.3 eV. As for the HOMO energy: -10.3 eV.

Mulliken population analysis, charges in e, atoms 1 to 6:
1. C 0.1339
2. C 0.5594
3. C 0.5038
4. H 0.3558
5. H 0.2884
6. H 0.3862

---

No. 5
A molecular structure, C3H4O5Pr in a non-equilibrium geometry. Source: the Open Molecules 2025 dataset; level of theory: ωB97M-V/def2-TZVPD.

```
! RIJCOSX wB97M-V def2-TZVPD def2/J DEFGRID3
* xyz 1 3
C -2.521 -1.194 0.371
C -2.595 -0.405 -0.711
O -1.673 0.505 -1.199
C -0.488 0.193 -1.764
O 0.484 0.690 -1.117
O -0.404 -0.545 -2.746
O -1.510 -1.390 1.222
H -3.461 -1.657 0.687
H -3.483 -0.441 -1.339
H -0.577 -1.177 0.794
O 2.340 -1.016 1.439
H 2.562 -1.943 1.526
Pr 2.780 0.370 -0.224
*
```

The value obtained for the HOMO-LUMO gap (alpha / beta) is 0.132 / 0.164 hartree. The calculation puts the lowest unoccupied orbital energy (alpha / beta) at -7.5 / -6.7 eV. As for the HOMO energy (alpha / beta): -11.1 / -11.1 eV.

Mulliken population analysis, charges in e, atoms 1 to 6:
1. C 0.0574
2. C -0.2021
3. O -0.3307
4. C 0.6643
5. O -0.6826
6. O -0.5576

---

No. 6
A single C3H4OS molecule in a non-equilibrium geometry. Source: the Open Molecules 2025 dataset; level of theory: ωB97M-V/def2-TZVPD.

```
! RIJCOSX wB97M-V def2-TZVPD def2/J DEFGRID3
* xyz 0 1
C -0.171 0.543 1.424
C -0.547 -0.220 0.202
C 0.571 -0.374 -0.812
O 0.316 0.982 2.404
S -1.409 1.400 -0.124
H -1.305 -0.920 0.233
H 1.396 -1.049 -0.544
H 1.073 0.485 -1.178
H 0.076 -0.847 -1.605
*
```

The relative energy (zero: lowest compared OMol25 entry of this formula, charge and spin) comes out at 1.636 eV. The SMILES is C[C@@H]1SC1=O. The value obtained for the HOMO-LUMO gap is 0.330 hartree. The calculation puts the lowest unoccupied orbital energy at 0.3 eV. As for the HOMO energy: -8.7 eV.

Mulliken population analysis, charges in e, atoms 1 to 6:
1. C 0.2651
2. C -0.0136
3. C -1.0776
4. O -0.3279
5. S -0.3237
6. H 0.4672

---

No. 7
2 unconnected molecules or ions with the total composition C3H4OS in a non-equilibrium geometry. Source: the Open Molecules 2025 dataset; level of theory: ωB97M-V/def2-TZVPD.

```
! RIJCOSX wB97M-V def2-TZVPD def2/J DEFGRID3
* xyz 0 1
C 1.328 -0.451 0.480
C -0.996 0.298 0.137
C -2.116 0.292 -0.509
O 3.642 -0.482 -0.061
S 2.389 0.110 -0.546
H 1.724 -1.116 1.143
H -0.572 0.922 0.861
H -2.997 0.953 -0.230
H -2.402 -0.526 -1.275
*
```

The relative energy (zero: lowest compared OMol25 entry of this formula, charge and spin) comes out at 6.616 eV. The value obtained for the HOMO-LUMO gap (alpha / beta) is 0.325 / 0.302 hartree. The calculation puts the lowest unoccupied orbital energy (alpha / beta) at -0.8 / -1.2 eV. As for the HOMO energy (alpha / beta): -9.6 / -9.4 eV.

Mulliken population analysis, charges in e, atoms 1 to 6:
1. C -0.3552
2. C -0.2443
3. C -0.3729
4. O -0.5197
5. S 0.3408
6. H 0.3588

---

No. 8
2 unconnected molecules or ions with the total composition C3H4OS in a non-equilibrium geometry. Source: the Open Molecules 2025 dataset; level of theory: ωB97M-V/def2-TZVPD.

```
! RIJCOSX wB97M-V def2-TZVPD def2/J DEFGRID3
* xyz 0 1
C 0.755 -0.958 0.224
C 1.024 0.527 0.337
C -0.065 -0.026 -0.471
O 1.036 -2.048 0.630
S -2.648 -0.071 0.397
H 0.964 0.892 1.337
H 1.846 1.040 -0.076
H -0.380 0.160 -1.444
H -2.530 0.484 -0.933
*
```

The relative energy (zero: lowest compared OMol25 entry of this formula, charge and spin) comes out at 4.736 eV. The value obtained for the HOMO-LUMO gap (alpha / beta) is 0.251 / 0.251 hartree. The calculation puts the lowest unoccupied orbital energy (alpha / beta) at -2.4 / -2.4 eV. As for the HOMO energy (alpha / beta): -9.2 / -9.2 eV.

Mulliken population analysis, charges in e, atoms 1 to 6:
1. C 0.5807
2. C -0.4798
3. C -0.5403
4. O -0.4552
5. S -0.2402
6. H 0.2427

---

No. 9
A molecular structure, C3H4OS in a non-equilibrium geometry. Source: the Open Molecules 2025 dataset; level of theory: ωB97M-V/def2-TZVPD.

```
! RIJCOSX wB97M-V def2-TZVPD def2/J DEFGRID3
* xyz 0 1
C 0.962 -0.251 0.930
C 0.640 -0.851 -0.334
C -0.538 -0.254 -1.110
H 2.329 -0.406 1.339
H 1.583 -0.872 -1.480
H 0.192 -2.102 -0.161
H -1.321 0.252 -0.527
O -0.611 -0.486 -2.354
S -0.268 0.947 1.422
*
```

The relative energy (zero: lowest compared OMol25 entry of this formula, charge and spin) comes out at 5.303 eV. The value obtained for the HOMO-LUMO gap is 0.279 hartree. The calculation puts the lowest unoccupied orbital energy at -1.5 eV. As for the HOMO energy: -9.1 eV.

Mulliken population analysis, charges in e, atoms 1 to 6:
1. C -0.1718
2. C -0.2737
3. C 0.0380
4. H 0.2704
5. H 0.2716
6. H 0.2329

---

No. 10
2 unconnected molecules or ions with the total composition C3H4OS in a non-equilibrium geometry. Source: the Open Molecules 2025 dataset; level of theory: ωB97M-V/def2-TZVPD.

```
! RIJCOSX wB97M-V def2-TZVPD def2/J DEFGRID3
* xyz 0 1
C -1.870 -2.390 -0.935
C 0.962 0.188 0.060
C 0.457 1.423 0.646
O 1.999 -0.261 -0.254
S -1.107 -1.153 -0.215
H -1.364 -3.011 -1.672
H -0.269 1.869 -0.036
H 1.273 2.123 0.838
H -0.082 1.211 1.568
*
```

The relative energy (zero: lowest compared OMol25 entry of this formula, charge and spin) comes out at 4.172 eV. The value obtained for the HOMO-LUMO gap (alpha / beta) is 0.253 / 0.250 hartree. The calculation puts the lowest unoccupied orbital energy (alpha / beta) at -0.3 / -0.4 eV. As for the HOMO energy (alpha / beta): -7.2 / -7.2 eV.

Mulliken population analysis, charges in e, atoms 1 to 6:
1. C -0.3305
2. C 0.4338
3. C -0.9040
4. O -0.3389
5. S -0.0291
6. H 0.2098

---

No. 11
A single C3H4OS molecule in a non-equilibrium geometry. Source: the Open Molecules 2025 dataset; level of theory: ωB97M-V/def2-TZVPD.

```
! RIJCOSX wB97M-V def2-TZVPD def2/J DEFGRID3
* xyz 0 3
C -1.169 -0.266 0.567
C 0.044 -0.640 -0.013
C 0.972 0.507 -0.368
O 0.107 -1.832 -0.167
S -2.128 0.928 -0.003
H -1.504 -1.125 1.292
H 1.261 1.093 0.606
H 0.640 1.243 -1.102
H 1.777 0.093 -0.812
*
```

The relative energy (zero: lowest compared OMol25 entry of this formula, charge and spin) comes out at 0.287 eV. The value obtained for the HOMO-LUMO gap (alpha / beta) is 0.312 / 0.257 hartree. The calculation puts the lowest unoccupied orbital energy (alpha / beta) at 0.8 / -2.8 eV. As for the HOMO energy (alpha / beta): -7.7 / -9.8 eV.

Mulliken population analysis, charges in e, atoms 1 to 6:
1. C -0.2719
2. C 0.7309
3. C -1.2213
4. O -0.5332
5. S -0.0629
6. H 0.3307

---

No. 12
A single C3H4OS3 molecule in a non-equilibrium geometry. Source: the Open Molecules 2025 dataset; level of theory: ωB97M-V/def2-TZVPD.

```
! RIJCOSX wB97M-V def2-TZVPD def2/J DEFGRID3
* xyz 0 1
C -0.227 0.438 0.198
C 0.443 0.181 -1.123
C -0.950 -0.510 1.051
O -0.355 1.647 0.479
S 0.344 -1.313 -1.791
S 1.104 1.668 -1.690
S 0.312 -1.527 2.029
H -1.629 -1.132 0.571
H -1.479 0.137 1.747
H 0.958 1.322 -2.966
H 1.479 -0.910 1.494
*
```

The relative energy (zero: lowest compared OMol25 entry of this formula, charge and spin) comes out at 1.244 eV. The SMILES is O=C(CS)C(=S)S. The value obtained for the HOMO-LUMO gap is 0.279 hartree. The calculation puts the lowest unoccupied orbital energy at -1.6 eV. As for the HOMO energy: -9.2 eV.

Mulliken population analysis, charges in e, atoms 1 to 6:
1. C 0.1329
2. C 0.3020
3. C -0.4603
4. O -0.5410
5. S -0.1588
6. S -0.1121